Record 1
ORCA calculation (ωB97M-V with the def2-TZVPD basis set) on a molecular structure, C12H26O5RuS.

Geometry as XYZ:
```
45
Properties=species:S:1:pos:R:3:forces:R:3:nbo_charge:R:1
Ru 0.21883 0.29854 -0.35319 -2.629 -2.156 3.490 1.28
C 0.65914 2.69623 1.54231 0.244 0.348 -0.018 -0.10
C 0.58814 1.61652 2.57778 -0.232 -0.007 0.141 -0.11
O 0.67881 0.33450 1.90460 0.285 0.122 -0.482 -0.55
C 1.84730 -0.46541 2.23030 -0.095 -0.152 0.153 -0.11
C 2.76245 -0.42484 1.05814 0.506 -0.083 -0.061 -0.10
O 2.06438 -0.90022 -0.12096 0.148 0.942 -0.893 -0.55
C 1.92843 -2.34068 -0.23375 0.467 -0.099 -0.123 -0.10
C 0.48239 -2.67483 -0.41653 -0.213 -0.426 -0.155 -0.11
O -0.27097 -1.70049 0.35132 0.367 0.617 -1.020 -0.49
C -1.69889 -1.93178 0.35705 -0.245 -0.410 -0.025 -0.10
C -2.27843 -0.77339 1.07060 -0.286 0.043 0.203 -0.10
O -1.90958 0.39123 0.29683 0.567 0.454 -0.585 -0.52
C -2.33990 1.64887 0.88125 -0.458 -0.206 0.202 -0.11
C -1.48429 2.68592 0.26792 -0.002 0.669 -0.467 -0.11
O -0.08959 2.31182 0.36076 0.576 -0.321 -0.904 -0.52
H 1.67981 2.86756 1.20560 -0.005 -0.005 -0.105 0.23
H 0.26897 3.63477 1.93637 -0.040 0.062 -0.138 0.25
H -0.34552 1.63130 3.13634 -0.044 -0.082 -0.008 0.22
H 1.40276 1.75615 3.28778 0.005 -0.142 0.020 0.25
H 1.49429 -1.47055 2.45389 -0.033 -0.012 0.005 0.23
H 2.36845 -0.08435 3.10784 -0.178 0.083 0.078 0.25
H 3.65608 -1.02452 1.23417 0.020 -0.057 -0.144 0.26
H 3.07538 0.59260 0.82764 0.058 0.002 -0.055 0.22
H 2.36127 -2.80351 0.65124 -0.081 0.079 0.086 0.23
H 2.48774 -2.68290 -1.10359 0.153 0.072 0.033 0.25
H 0.28081 -3.68403 -0.05365 -0.149 0.043 0.103 0.26
H 0.17272 -2.62348 -1.46147 -0.079 0.096 -0.021 0.21
H -1.92879 -2.85390 0.89350 0.208 -0.076 -0.003 0.26
H -2.06397 -2.01585 -0.66797 0.029 0.019 -0.044 0.22
H -1.87665 -0.67926 2.08054 0.022 0.010 0.014 0.22
H -3.36435 -0.86890 1.11740 -0.041 0.187 -0.058 0.26
H -2.27718 1.59447 1.96798 0.112 -0.071 0.013 0.21
H -3.37564 1.85156 0.60215 -0.083 -0.207 0.032 0.26
H -1.64897 3.66445 0.71830 0.134 0.037 0.016 0.26
H -1.69296 2.75981 -0.79867 0.063 0.075 -0.032 0.24
C 1.05492 0.52344 -3.42227 -0.089 0.105 -0.406 -0.75
S -0.59297 0.44056 -2.67894 1.040 1.008 0.705 0.44
C -1.47764 -0.61337 -3.84212 0.001 -0.609 0.331 -0.72
H 1.03906 1.27227 -4.21288 -0.019 0.025 -0.037 0.29
H 1.32823 -0.44141 -3.84342 0.035 -0.053 0.084 0.26
H 1.78141 0.83810 -2.67384 0.003 0.020 0.051 0.24
H -0.88248 -1.47518 -4.13255 -0.001 -0.046 0.025 0.26
H -1.65687 0.03608 -4.69976 0.006 0.068 0.025 0.30
H -2.42611 -0.91391 -3.40405 -0.048 0.036 -0.026 0.27
```
Forces are in eV/Å.

Values from the calculation:
Molecular weight ... 383.47 g/mol
ΔE to the lowest compared entry with this formula, charge and spin ... 44.2 kcal/mol
⟨S²⟩ ... 0.78
Spin multiplicity ... 2
Energy ... -36488.169 eV
Net charge ... +3

Record 2
ORCA calculation (ωB97M-V with the def2-TZVPD basis set) on 4 unconnected molecules or ions with the total composition C12H27Cl6N.

Geometry as XYZ:
```
46
Properties=species:S:1:pos:R:3:forces:R:3:nbo_charge:R:1
Cl -17.85001 -21.75063 10.08400 0.093 -0.416 -0.813 -0.11
C -18.11136 -20.70694 11.55695 -0.828 -1.943 -3.004 -0.40
C -18.11743 -21.79285 12.75601 -0.932 3.656 -0.332 -0.42
Cl -16.73286 -22.82514 12.89781 0.743 -0.393 -0.374 -0.02
H -19.03535 -20.14118 11.03469 1.701 -1.021 2.782 0.28
H -17.19291 -20.12180 11.45402 -0.450 0.321 1.048 0.22
H -19.02012 -22.41474 12.83649 0.282 0.676 -0.156 0.24
H -17.96757 -21.03078 13.52434 -0.699 -0.784 0.961 0.22
Cl -18.52293 -25.14045 9.05050 -1.027 1.480 -0.124 -0.02
C -16.95464 -25.84142 9.16939 0.383 -2.828 0.975 -0.43
C -16.39267 -25.85915 10.62558 -0.266 2.584 -0.123 -0.41
Cl -14.84231 -26.68071 10.63698 0.492 -0.886 0.016 -0.05
H -16.29032 -25.71221 8.31554 0.178 1.111 0.478 0.24
H -17.25636 -26.87247 9.01779 0.461 -0.572 0.007 0.21
H -17.14883 -26.32546 11.33188 1.121 0.610 -0.871 0.23
H -16.05315 -24.81074 10.96601 -1.351 -1.489 -0.434 0.23
Cl -14.27379 -19.84866 9.52629 0.964 1.562 -1.437 -0.02
C -14.25555 -21.10321 10.68270 -4.955 -2.984 -3.545 -0.40
C -13.99882 -22.57980 10.02736 -0.456 1.870 2.825 -0.42
Cl -14.85749 -22.77837 8.53552 -0.127 -0.497 -0.270 0.00
H -15.25559 -20.86609 11.13386 0.238 -1.773 -0.565 0.21
H -13.76147 -20.90437 11.48789 4.425 0.993 4.306 0.20
H -14.17271 -23.34511 10.80352 -1.022 0.226 -0.420 0.22
H -12.95392 -22.74879 9.93791 1.101 0.479 -0.921 0.22
C -8.32560 -23.64243 11.37149 -3.017 9.191 -1.006 -0.56
C -9.28882 -23.25659 10.25336 1.376 0.624 1.159 -0.22
N -9.36811 -21.75326 10.31173 -1.777 -0.287 1.067 -0.47
C -9.54609 -20.97240 9.09370 7.771 -1.590 2.088 -0.29
C -10.29001 -21.63420 8.10421 -6.041 -1.305 -5.795 -0.67
C -10.45459 -21.22728 11.20106 0.792 -1.400 1.743 -0.23
C -10.01151 -19.96561 11.96472 -4.103 1.465 -2.814 -0.62
H -7.41174 -23.38279 11.04316 3.404 1.881 -0.502 0.20
H -8.23657 -24.53174 11.40078 0.470 -12.047 0.765 0.18
H -8.59979 -23.26739 12.31327 -0.139 0.748 1.211 0.19
H -10.18311 -23.79634 10.52994 -0.980 0.164 -0.729 0.17
H -8.76587 -23.73815 9.39381 -1.048 1.065 -0.147 0.21
H -8.39739 -20.89358 8.73402 -1.794 -0.861 -0.204 0.18
H -9.35769 -19.97123 9.44153 -2.246 1.081 -0.461 0.26
H -10.48125 -22.78366 7.86324 1.801 1.882 1.650 0.25
H -9.90004 -21.30018 7.08959 -1.067 -0.110 0.928 0.23
H -11.48901 -21.46434 8.14659 2.457 0.507 -0.201 0.20
H -10.62942 -21.96654 12.08664 -0.135 0.818 -1.811 0.19
H -11.41273 -21.01654 10.63245 0.937 -0.419 0.596 0.18
H -9.63272 -19.11296 11.38827 0.564 -0.565 0.159 0.21
H -9.69658 -20.07451 12.91238 2.664 -0.904 2.850 0.21
H -10.99176 -19.54427 12.30463 0.042 0.081 -0.557 0.20
```
Forces are in eV/Å.

Values from the calculation:
Molecular weight ... 398.07 g/mol
ΔE to the lowest compared entry with this formula, charge and spin ... 159.8 kcal/mol
Energy ... -89499.457 eV
Net charge ... 0

Record 3
ORCA calculation (ωB97M-V with the def2-TZVPD basis set) on 2 unconnected molecules or ions with the total composition C2H6FN.

Geometry as XYZ:
```
10
Properties=species:S:1:pos:R:3:forces:R:3:nbo_charge:R:1
C 1.08967 0.09725 0.12997 0.537 -1.242 1.558 -0.66
C -0.36188 0.43932 0.12059 3.349 3.661 -1.714 -0.13
N -1.01779 -0.30577 -0.78511 -4.220 2.210 0.968 -0.53
F -0.84860 -0.12188 1.80768 -1.529 -1.343 3.191 -0.26
H 1.32000 -1.00247 0.54011 -0.695 2.076 -0.035 0.18
H 1.66629 0.85847 0.78508 -0.564 -1.393 -1.652 0.24
H 1.37839 -0.10364 -0.91183 0.899 0.973 -0.076 0.18
H -0.62669 1.53724 0.27752 -0.045 -1.591 -0.413 0.22
H -0.56753 -1.03767 -1.15054 2.067 -3.381 -1.953 0.37
H -2.03186 -0.36086 -0.81347 0.201 0.028 0.128 0.39
```
Forces are in eV/Å.

Values from the calculation:
Molecular weight ... 63.08 g/mol
ΔE to the lowest compared entry with this formula, charge and spin ... 48.2 kcal/mol
⟨S²⟩ ... 2.01
Spin multiplicity ... 3
Energy ... -6372.206 eV
Net charge ... 0

Record 4
ORCA calculation (ωB97M-V with the def2-TZVPD basis set) on a molecular structure, C3H9NO3S.

Geometry as XYZ:
```
17
Properties=species:S:1:pos:R:3:forces:R:3:nbo_charge:R:1
C 1.33446 -0.21578 -0.46204 1.593 -2.548 -2.673 -0.21
C 0.37043 -1.20839 0.18862 -1.763 1.121 -2.563 -0.44
C -1.03192 -0.66285 0.35976 -1.829 -0.048 1.408 -0.69
H 0.10207 0.68055 -1.57195 1.432 0.063 -1.785 0.35
H 0.86763 -0.40214 -2.41304 -1.064 -4.707 -3.657 0.33
H 1.44665 0.65528 0.09057 0.434 1.238 1.510 0.16
H 2.29894 -0.78059 -0.41379 -0.338 0.879 -0.346 0.20
H 0.13770 -2.09482 -0.42862 1.002 0.119 0.129 0.22
H 0.82298 -1.47130 1.07973 0.554 -0.756 1.988 0.23
H -1.57507 -1.11741 1.22922 0.583 -0.517 -0.770 0.25
H -1.75057 -0.83576 -0.49388 0.957 0.700 0.723 0.26
H 0.50283 2.02910 0.24541 -5.616 0.232 -1.325 0.55
N 1.06326 0.31555 -1.87806 -1.178 4.142 6.485 -0.79
O -0.71724 2.01653 -0.06361 3.725 -0.429 1.703 -0.91
O -2.59761 0.99269 1.42532 0.341 1.387 0.278 -0.88
O -0.06747 1.13122 1.99873 -1.428 -0.433 0.874 -0.96
S -1.20705 0.96811 1.10763 2.595 -0.440 -1.979 2.34
```
Forces are in eV/Å.

Values from the calculation:
Molecular weight ... 139.18 g/mol
ΔE to the lowest compared entry with this formula, charge and spin ... 89.5 kcal/mol
Energy ... -21721.747 eV
Net charge ... 0

Record 5
ORCA calculation (ωB97M-V with the def2-TZVPD basis set) on a molecular structure, C43H34ClN5O2PSr.

Geometry as XYZ:
```
87
Properties=species:S:1:pos:R:3:forces:R:3:lowdin_charge:R:1
Sr -0.72469 -0.71446 -0.68715 -1.290 1.875 -1.886 1.42
O 1.58720 -0.88543 1.77936 0.128 -0.263 -0.172 -0.06
C 1.38585 -1.48448 0.69630 0.653 -0.370 0.646 -0.63
N 0.48711 -2.40840 0.42138 0.321 -0.689 0.700 -0.05
C -0.29329 -2.86847 1.54399 0.178 0.026 -0.058 -0.23
C 0.35610 -3.51366 2.59384 -0.025 0.048 -0.108 -0.05
C -0.33875 -4.02463 3.67699 -0.070 0.025 -0.053 -0.12
C -1.72003 -3.88537 3.71242 0.044 0.020 -0.067 -0.11
C -2.39134 -3.24507 2.68004 0.149 0.067 -0.045 -0.03
C -1.70128 -2.71356 1.57198 -0.108 -0.065 0.018 -0.21
N -2.30187 -2.05241 0.47514 -0.566 -0.654 0.611 -0.08
C -3.63177 -2.01280 0.30709 0.281 -0.071 0.131 -0.51
O -4.55408 -2.36942 1.04985 0.045 -0.088 -0.073 0.01
C -4.05302 -1.48144 -1.05251 -0.031 0.357 0.016 -0.20
C -4.95725 -2.24743 -1.78547 -0.026 -0.005 -0.011 0.00
C -5.43096 -1.76445 -2.98471 -0.048 -0.019 -0.017 -0.06
C -5.01178 -0.51023 -3.40776 -0.148 -0.051 -0.084 -0.09
C -4.10990 0.17512 -2.62845 0.255 0.267 0.260 -0.16
N -3.61339 -0.28427 -1.47095 0.063 -0.446 0.090 0.08
C 2.23894 -1.00689 -0.48322 -0.070 0.152 0.216 -0.23
C 3.52553 -1.49967 -0.66233 0.050 0.073 -0.075 0.00
C 4.29922 -0.95245 -1.66784 -0.006 0.010 -0.011 -0.06
C 3.77329 0.06775 -2.45462 0.068 -0.029 -0.017 -0.06
C 2.48600 0.49741 -2.20544 -0.139 -0.144 0.185 -0.15
N 1.72493 -0.02430 -1.23603 0.591 -0.309 0.001 0.00
H 1.43521 -3.60263 2.54170 -0.027 0.000 -0.002 0.11
H 0.19290 -4.52405 4.47844 -0.016 0.012 -0.005 0.09
H -2.28692 -4.27962 4.54901 0.006 0.011 -0.028 0.09
H -3.46282 -3.14595 2.70903 -0.031 0.031 -0.012 0.08
H -5.27095 -3.20171 -1.38691 -0.005 0.009 0.006 0.12
H -6.11906 -2.34967 -3.58328 0.034 0.009 0.008 0.11
H -5.36071 -0.08284 -4.33902 0.016 -0.002 0.026 0.10
H -3.75882 1.15633 -2.93549 0.055 -0.072 -0.016 0.10
H 3.89864 -2.28101 -0.01115 -0.038 0.031 -0.060 0.12
H 5.30522 -1.31480 -1.84108 0.001 0.023 0.003 0.11
H 4.35312 0.51910 -3.25001 -0.023 -0.016 0.044 0.10
H 2.02826 1.28322 -2.79549 -0.017 -0.025 -0.013 0.12
N -0.93678 2.88948 -0.58231 0.289 0.253 -0.104 0.09
C -0.16432 3.86533 0.06795 -0.211 -0.089 -0.159 -0.32
C -0.32088 5.20647 -0.31021 0.001 -0.005 0.094 -0.05
C 0.38650 6.20697 0.33107 -0.034 -0.091 -0.019 -0.10
C 1.27044 5.89008 1.35915 -0.072 -0.010 -0.045 -0.10
C 1.46102 4.55939 1.68807 0.073 -0.061 0.055 -0.10
C 0.77978 3.52442 1.04608 0.058 -0.133 -0.090 -0.30
P 1.12786 1.71640 1.35278 -0.156 0.797 0.432 1.13
C 2.97167 1.79469 1.27894 0.013 -0.288 -0.232 -0.34
C 3.77473 0.96675 2.06790 -0.018 0.027 0.142 -0.10
C 5.15172 0.92677 1.88685 -0.046 0.076 -0.053 -0.08
C 5.75322 1.68604 0.88932 -0.084 -0.011 0.031 -0.10
C 4.96406 2.48450 0.07333 -0.072 -0.018 0.062 -0.10
C 3.58786 2.53516 0.26598 -0.019 0.033 0.112 -0.10
C 0.70781 1.66660 3.14636 0.051 -0.203 -0.004 -0.34
C 1.52986 2.08608 4.19049 -0.063 0.048 0.054 -0.10
C 1.10326 1.99222 5.51152 0.021 -0.003 -0.118 -0.09
C -0.15134 1.47783 5.80885 -0.005 -0.013 -0.085 -0.10
C -0.98301 1.06076 4.77779 0.060 0.043 -0.036 -0.08
C -0.55035 1.15179 3.46141 0.038 -0.053 0.018 -0.09
H -1.79153 3.22868 -0.98840 -0.079 0.028 -0.031 0.09
H -1.07446 2.04421 -0.05926 -0.041 0.067 0.195 0.01
H -1.01322 5.44965 -1.11014 0.005 0.007 0.054 0.10
H 0.24115 7.23894 0.03295 0.002 -0.028 0.009 0.10
H 1.80350 6.66971 1.88851 0.019 -0.024 -0.030 0.09
H 2.17509 4.30779 2.46612 -0.027 -0.009 -0.059 0.10
H 3.30894 0.32991 2.81037 0.057 0.071 -0.062 0.10
H 5.75561 0.28374 2.51693 -0.032 0.017 -0.006 0.10
H 6.82684 1.64788 0.74375 -0.034 -0.004 0.003 0.09
H 5.41565 3.06655 -0.72199 -0.023 -0.010 0.024 0.10
H 2.98547 3.16241 -0.38150 0.007 -0.001 0.011 0.11
H 2.51425 2.48603 3.98136 0.024 -0.033 -0.020 0.09
H 1.75901 2.31472 6.31167 0.003 0.003 -0.021 0.10
H -0.47297 1.38672 6.83937 -0.002 0.019 -0.023 0.10
H -1.95807 0.64301 4.99582 0.024 -0.004 -0.021 0.10
H -1.19457 0.78646 2.66726 0.016 -0.024 0.029 0.10
Cl -3.57841 -5.33236 -5.86383 0.082 0.140 0.076 0.57
C -2.71025 -3.97825 -5.14302 -0.035 0.000 -0.030 -0.69
C -1.68722 -4.21117 -4.23653 0.119 0.078 0.086 -0.13
C -1.00532 -3.14137 -3.67623 -0.161 0.030 -0.038 -0.06
C -1.31034 -1.79021 -3.98686 0.132 -0.031 -0.048 -0.36
C -0.59417 -0.68567 -3.36231 -0.172 -0.258 -0.489 -0.25
C -2.35674 -1.61506 -4.92154 -0.004 -0.056 0.078 -0.09
C -3.04408 -2.67976 -5.48692 0.008 0.083 -0.004 -0.15
H -1.43074 -5.22925 -3.96749 0.006 0.048 0.012 0.10
H -0.21938 -3.34208 -2.95288 -0.009 -0.025 -0.032 0.10
H -0.81660 0.27731 -3.83982 0.085 -0.072 0.053 0.01
H 0.48687 -0.86619 -3.36645 -0.110 0.001 0.055 0.00
H -2.62779 -0.60339 -5.20830 0.030 -0.056 -0.029 0.10
H -3.83446 -2.50405 -6.20965 0.031 0.010 0.055 0.10
```
Forces are in eV/Å.

Values from the calculation:
Molecular weight ... 806.83 g/mol
ΔE to the lowest compared entry with this formula, charge and spin ... 55.8 kcal/mol
Energy ... -79339.411 eV
Net charge ... -1

Question: The lowest net charge belongs to which entry?
Answer: C43H34ClN5O2PSr